Record 1
{
  "formula": "C43H28BrCl2IN4OPPt",
  "method": "wB97M-V/def2-TZVPD",
  "relative_energy_kcal_mol": 36.4,
  "s_squared": 2.020,
  "multiplicity": 3,
  "lumo_ev": [1.97, 1.91],
  "total_charge": -1,
  "elements": ["Pt", "Br", "C", "C", "C", "C", "C", "C", "N", "N", "C", "C", "C", "C", "O", "C", "N", "C", "C", "C", "C", "H", "H", "H", "H", "H", "H", "H", "H", "H", "I", "C", "C", "C", "C", "C", "C", "C", "C", "C", "P", "C", "C", "C", "C", "C", "C", "C", "C", "C", "C", "C", "C", "C", "H", "H", "H", "H", "H", "H", "H", "H", "H", "H", "H", "H", "H", "H", "H", "H", "Cl", "C", "C", "C", "C", "C", "Cl", "C", "N", "H", "H", "H"],
  "positions_angstrom": [[-0.369, 0.197, -0.037], [-2.429, -2.945, -7.863], [-2.505, -3.871, -6.203], [-3.169, -3.302, -5.130], [-3.246, -3.992, -3.931], [-2.696, -5.275, -3.803], [-2.031, -5.818, -4.904], [-1.919, -5.120, -6.095], [-2.946, -6.140, -2.711], [-3.094, -5.791, -1.508], [-2.647, -4.610, -0.911], [-3.475, -4.155, 0.122], [-3.295, -2.949, 0.759], [-2.183, -2.132, 0.466], [-1.927, -1.077, 1.105], [-1.279, -2.598, -0.585], [-0.234, -1.781, -0.889], [0.679, -2.192, -1.742], [0.649, -3.470, -2.303], [-0.413, -4.294, -2.044], [-1.468, -3.846, -1.220], [-3.608, -2.317, -5.220], [-3.762, -3.544, -3.094], [-1.603, -6.810, -4.806], [-1.385, -5.543, -6.935], [-4.331, -4.778, 0.359], [-3.987, -2.601, 1.514], [1.481, -1.498, -1.961], [1.460, -3.793, -2.942], [-0.426, -5.292, -2.450], [2.466, 1.638, 0.152], [4.137, 0.445, 0.657], [5.266, 0.762, -0.052], [6.517, 0.213, 0.278], [6.613, -0.624, 1.344], [5.464, -1.005, 2.075], [5.634, -1.867, 3.184], [4.564, -2.281, 3.910], [3.272, -1.891, 3.517], [3.032, -1.054, 2.451], [1.236, -0.816, 1.978], [0.753, 0.387, 3.283], [1.688, 1.157, 3.973], [1.284, 2.034, 4.973], [-0.057, 2.142, 5.306], [-0.999, 1.399, 4.607], [-0.602, 0.543, 3.590], [0.518, -2.385, 2.629], [-0.208, -2.543, 3.806], [-0.839, -3.749, 4.090], [-0.750, -4.816, 3.207], [0.002, -4.684, 2.048], [0.626, -3.479, 1.765], [4.158, -0.522, 1.719], [5.191, 1.477, -0.859], [7.393, 0.498, -0.293], [7.574, -1.018, 1.658], [6.641, -2.181, 3.438], [4.694, -2.922, 4.774], [2.429, -2.275, 4.075], [2.743, 1.070, 3.743], [2.024, 2.630, 5.495], [-0.369, 2.816, 6.096], [-2.052, 1.496, 4.842], [-1.345, -0.018, 3.036], [-0.291, -1.723, 4.505], [-1.413, -3.850, 5.003], [-1.270, -5.743, 3.417], [0.078, -5.511, 1.351], [1.202, -3.373, 0.850], [-3.735, 1.111, -0.799], [-3.303, 2.316, 0.379], [-4.333, 2.984, 1.014], [-4.069, 4.019, 1.902], [-2.755, 4.417, 2.098], [-1.732, 3.764, 1.445], [-0.100, 4.333, 1.644], [-1.921, 2.628, 0.606], [-0.858, 2.034, 0.035], [-5.354, 2.694, 0.798], [-4.881, 4.528, 2.407], [-2.517, 5.247, 2.753]]
}

Record 2
{
  "formula": "C32H36F6N3O7S7SiTeTl",
  "method": "wB97M-V/def2-TZVPD",
  "relative_energy_kcal_mol": 0.0,
  "lumo_ev": 3.64,
  "total_charge": -2,
  "elements": ["Tl", "C", "O", "C", "O", "N", "N", "H", "H", "H", "H", "H", "H", "S", "C", "S", "C", "C", "S", "S", "S", "C", "C", "C", "C", "C", "C", "Te", "C", "C", "C", "H", "H", "H", "H", "H", "H", "H", "H", "H", "H", "H", "C", "C", "C", "C", "Si", "O", "C", "C", "C", "C", "C", "C", "C", "C", "C", "C", "C", "C", "H", "H", "H", "H", "H", "H", "H", "H", "H", "H", "H", "H", "H", "H", "H", "H", "H", "H", "H", "F", "C", "F", "F", "S", "O", "O", "N", "S", "O", "O", "C", "F", "F", "F"],
  "positions_angstrom": [[-2.012, -1.120, -0.830], [1.614, -5.968, 1.087], [0.851, -4.945, 1.709], [0.257, -3.972, 0.951], [-0.566, -3.259, 1.449], [0.679, -3.945, -0.352], [0.179, -2.977, -1.210], [1.784, -6.722, 1.851], [2.585, -5.600, 0.742], [1.075, -6.416, 0.252], [1.591, -4.314, -0.559], [0.005, -3.359, -2.127], [0.674, -2.085, -1.204], [-3.015, 6.737, 1.266], [-2.923, 5.122, 0.890], [-2.940, 4.506, -0.717], [-2.799, 2.770, -0.388], [-2.721, 2.510, 0.953], [-2.657, 0.927, 1.676], [-2.775, 3.875, 2.052], [-2.776, 1.741, -1.740], [0.150, 1.639, 8.381], [-0.073, 1.423, 6.903], [-0.788, 0.329, 6.436], [-0.960, 0.097, 5.072], [-1.793, -1.083, 4.630], [-0.387, 0.983, 4.142], [-0.317, 0.460, 2.051], [0.280, 2.133, 4.603], [0.785, 3.211, 3.670], [0.429, 2.327, 5.976], [-0.262, 0.813, 8.963], [-0.321, 2.565, 8.720], [1.218, 1.713, 8.605], [-1.216, -0.368, 7.152], [-2.109, -1.681, 5.487], [-1.249, -1.718, 3.927], [-2.685, -0.732, 4.107], [1.295, 2.802, 2.800], [1.460, 3.892, 4.192], [-0.059, 3.794, 3.292], [0.957, 3.210, 6.331], [3.325, -1.613, -1.236], [3.318, -0.144, -0.793], [3.357, -0.104, 0.739], [4.596, 0.511, -1.335], [1.668, 0.685, -1.380], [0.429, -0.069, -0.723], [1.614, 0.550, -3.279], [2.425, 1.274, -4.161], [2.309, 1.132, -5.540], [1.368, 0.258, -6.074], [0.550, -0.470, -5.222], [0.674, -0.317, -3.845], [1.784, 2.538, -0.958], [0.737, 3.118, -0.233], [0.752, 4.460, 0.134], [1.810, 5.273, -0.248], [2.851, 4.732, -0.993], [2.839, 3.384, -1.331], [4.285, -2.084, -0.980], [3.168, -1.716, -2.316], [2.538, -2.169, -0.718], [4.259, -0.604, 1.122], [2.480, -0.607, 1.160], [3.353, 0.928, 1.110], [5.474, -0.086, -1.046], [4.733, 1.514, -0.927], [4.583, 0.576, -2.429], [3.155, 1.978, -3.776], [2.947, 1.711, -6.199], [1.268, 0.156, -7.149], [-0.193, -1.153, -5.617], [0.008, -0.871, -3.197], [-0.112, 2.501, 0.040], [-0.061, 4.877, 0.720], [1.816, 6.323, 0.023], [3.677, 5.360, -1.309], [3.673, 2.999, -1.904], [-2.202, -3.137, -6.042], [-3.410, -2.990, -5.460], [-3.928, -1.845, -5.894], [-4.160, -4.003, -5.871], [-3.144, -2.974, -3.596], [-1.758, -2.602, -3.495], [-3.501, -4.298, -3.167], [-4.077, -1.818, -3.030], [-5.634, -2.190, -2.996], [-6.043, -2.967, -4.136], [-6.422, -1.058, -2.631], [-5.851, -3.357, -1.533], [-6.903, -2.940, -0.813], [-4.789, -3.363, -0.730], [-6.107, -4.601, -1.928]]
}

Record 3
{
  "formula": "C4H12NO",
  "method": "wB97M-V/def2-TZVPD",
  "relative_energy_kcal_mol": 36.3,
  "lumo_ev": -3.45,
  "total_charge": 1,
  "elements": ["C", "C", "C", "C", "N", "H", "H", "H", "H", "H", "H", "H", "H", "H", "H", "H", "H", "O"],
  "positions_angstrom": [[1.679, 0.197, 1.401], [0.214, 0.543, 1.217], [-0.576, -0.587, 0.608], [-1.452, -1.329, 1.252], [-0.770, -0.534, -0.899], [2.361, 1.055, 1.296], [1.829, -0.336, 2.357], [2.004, -0.479, 0.592], [-0.260, 0.604, 2.261], [-0.070, 1.525, 0.809], [-1.619, -1.330, 2.319], [-2.115, -2.112, 0.820], [-1.737, -0.513, -1.220], [-0.098, -1.199, -1.302], [-0.385, 0.336, -1.306], [1.071, 1.381, -3.181], [-0.204, 1.611, -3.908], [0.129, 1.168, -3.116]]
}

Record 4
{
  "formula": "C33H35Cl5N4P2Pt",
  "method": "wB97M-V/def2-TZVPD",
  "relative_energy_kcal_mol": 0.0,
  "s_squared": 2.023,
  "multiplicity": 3,
  "lumo_ev": [-0.60, -4.67],
  "elements": ["Pt", "C", "C", "C", "C", "C", "C", "C", "C", "C", "H", "H", "H", "H", "H", "H", "H", "H", "H", "H", "H", "H", "H", "H", "H", "P", "P", "N", "N", "N", "N", "C", "C", "C", "C", "C", "C", "C", "C", "C", "C", "C", "C", "C", "C", "C", "C", "C", "C", "H", "H", "H", "H", "H", "H", "H", "H", "H", "H", "H", "H", "H", "H", "H", "H", "H", "H", "H", "H", "Cl", "C", "C", "C", "Cl", "C", "Cl", "C", "Cl", "C", "Cl"],
  "positions_angstrom": [[-0.284, -0.043, -0.115], [0.816, -1.685, -1.350], [-0.552, -1.564, -1.707], [-1.643, -2.530, -1.309], [-2.374, -2.197, 0.001], [-1.536, -1.491, 1.031], [-0.186, -1.770, 1.340], [0.572, -2.968, 0.836], [1.420, -2.681, -0.410], [-0.444, 1.247, 1.473], [1.525, -1.227, -2.042], [-0.727, -1.044, -2.660], [-1.246, -3.554, -1.307], [-2.394, -2.482, -2.116], [-3.221, -1.529, -0.236], [-2.817, -3.104, 0.427], [-2.101, -0.930, 1.789], [0.227, -1.310, 2.245], [-0.118, -3.810, 0.662], [1.262, -3.286, 1.637], [2.380, -2.246, -0.080], [1.657, -3.621, -0.925], [0.477, 1.854, 1.463], [-0.507, 0.651, 2.396], [-1.322, 1.900, 1.369], [-6.719, -5.020, 0.690], [-5.985, -4.900, -2.302], [-6.095, -5.842, 2.082], [-8.408, -4.993, 1.419], [-4.688, -6.017, -2.640], [-6.564, -4.873, -3.979], [-7.036, -6.568, -0.299], [-7.186, -6.235, -1.780], [-4.816, -5.562, 2.577], [-4.503, -6.502, 3.541], [-5.613, -7.402, 3.648], [-6.568, -6.986, 2.734], [-9.031, -3.765, 1.656], [-10.360, -3.987, 2.015], [-10.572, -5.405, 2.005], [-9.354, -5.995, 1.660], [-3.361, -5.647, -2.396], [-2.552, -6.758, -2.556], [-3.395, -7.857, -2.900], [-4.693, -7.381, -2.957], [-6.627, -5.890, -4.940], [-7.390, -5.443, -6.013], [-7.849, -4.124, -5.687], [-7.351, -3.807, -4.436], [-7.961, -7.040, 0.052], [-6.225, -7.289, -0.132], [-7.074, -7.152, -2.369], [-8.193, -5.851, -1.989], [-4.282, -4.712, 2.181], [-3.585, -6.547, 4.111], [-5.710, -8.250, 4.313], [-7.528, -7.404, 2.506], [-8.464, -2.858, 1.554], [-11.088, -3.233, 2.258], [-11.487, -5.937, 2.213], [-9.122, -7.040, 1.595], [-3.147, -4.615, -2.155], [-1.474, -6.780, -2.450], [-3.101, -8.884, -3.089], [-5.591, -7.907, -3.237], [-6.142, -6.833, -4.789], [-7.589, -5.999, -6.919], [-8.471, -3.489, -6.304], [-7.477, -2.942, -3.804], [-1.338, 1.954, -2.499], [0.333, 2.131, -2.114], [0.881, 1.322, -1.123], [2.235, 1.446, -0.807], [2.913, 0.439, 0.426], [3.062, 2.377, -1.471], [4.727, 2.502, -1.067], [2.504, 3.194, -2.485], [3.486, 4.319, -3.306], [1.128, 3.076, -2.810], [0.448, 4.053, -4.045]]
}

Record 5
{
  "formula": "C3HO3Zn",
  "method": "wB97M-V/def2-TZVPD",
  "relative_energy_kcal_mol": 0.0,
  "lumo_ev": [-5.75, -8.20],
  "total_charge": 1,
  "elements": ["C", "C", "O", "H", "O", "C", "O", "Zn"],
  "positions_angstrom": [[-1.648, 0.476, 0.279], [-0.711, -0.279, 0.264], [-2.623, 1.337, 0.397], [-2.885, 1.699, -0.460], [0.248, -1.205, 0.228], [1.382, -0.969, -0.540], [2.321, -0.531, 0.181], [3.915, -0.527, -0.349]]
}

Question: Number 5 is which compound?
Answer: C3HO3Zn